# C3H4S2

An isolated molecule of C3H4S2 at a distorted geometry (the ωB97M-V functional and the def2-TZVPD basis, OMol25).

Calculated values
highest occupied orbital energy = -8.957 eV
E = -913.01874 hartree
relative energy (zero: lowest compared OMol25 entry of this formula, charge and spin) = 26.20 kcal per mole
orbital gap = 7.8 eV
multiplicity = 1

Each line ends with the natural charge from an NBO analysis.
CARTESIAN COORDINATES (ANGSTROEM)
1 C 0.6423 0.5827 -0.8240  -0.28
2 C -0.1925 -0.6087 -0.3089  -0.56
3 C -0.4559 -0.1659 1.0656  -0.22
4 H 0.0836 1.4912 -0.6976  0.19
5 H -1.1380 -0.7590 -0.8803  0.25
6 H 0.3974 -1.5095 -0.3531  0.24
7 H 0.4465 -0.0391 1.6937  0.20
8 S 2.1254 0.5873 -1.3086  0.14
9 S -1.9088 0.4209 1.6133  0.05

---

# C3H9NOS

A structure of composition C3H9NOS at a distorted geometry (the ωB97M-V functional and the def2-TZVPD basis, OMol25).

Calculated values
highest occupied orbital energy = -8.557 eV
E = -647.84694 hartree
relative energy (zero: lowest compared OMol25 entry of this formula, charge and spin) = 32.10 kcal per mole
orbital gap = 9.4 eV
multiplicity = 1

Each line ends with the natural charge from an NBO analysis.
CARTESIAN COORDINATES (ANGSTROEM)
1 S 1.2394 0.8007 0.1140  0.25
2 C -0.2836 1.6818 0.4961  -0.76
3 C 1.0697 -0.5350 1.3094  -0.76
4 H -0.3451 2.5612 -0.1668  0.22
5 H -0.2971 2.0288 1.5430  0.22
6 H -1.1701 1.0486 0.3238  0.26
7 H 1.0328 -0.1498 2.3423  0.22
8 H 0.1598 -1.1300 1.1231  0.26
9 H 1.9479 -1.1950 1.2112  0.22
10 O -1.3652 -0.8042 0.0997  -0.66
11 C -1.0975 -1.0648 -1.0595  0.53
12 N 0.0077 -0.6259 -1.7170  -0.84
13 H -1.7506 -1.7027 -1.7031  0.11
14 H 0.6782 -0.0320 -1.2228  0.34
15 H 0.1737 -0.8820 -2.6934  0.39

---

# C3H8O3

A cluster of 3 separate species, C3H8O3 in total at a distorted geometry (the ωB97M-V functional and the def2-TZVPD basis, OMol25).

Calculated values
highest occupied orbital energy = -8.850 eV
E = -344.55583 hartree
relative energy (zero: lowest compared OMol25 entry of this formula, charge and spin) = 183.57 kcal per mole
orbital gap = 5.0 eV
multiplicity = 1

Each line ends with the natural charge from an NBO analysis.
CARTESIAN COORDINATES (ANGSTROEM)
1 O 1.2386 1.4571 -1.1105  -0.42
2 C 0.7037 0.6557 -1.8323  0.30
3 C 0.2350 -0.6529 -1.3886  0.05
4 C 0.2289 -1.0309 0.0001  -0.19
5 O -1.0329 -1.3234 0.3934  -0.66
6 H 0.5275 0.8640 -2.8989  0.13
7 H -0.2833 -1.2901 -2.0979  0.21
8 H -1.3411 2.5238 0.8604  0.01
9 H 0.5902 -0.1709 0.6409  0.35
10 H 0.9245 -1.8677 0.2152  0.27
11 H -0.9794 -1.2566 1.4022  0.53
12 H 0.1462 -0.1100 3.1778  0.45
13 H -0.7929 2.4225 0.3651  -0.01
14 O -0.1649 -0.2203 2.2731  -1.01

---

# C45H99N9O9

A cluster of 9 separate species, C45H99N9O9 in total at a distorted geometry (the ωB97M-V functional and the def2-TZVPD basis, OMol25).

Calculated values
highest occupied orbital energy = -8.397 eV
E = -2943.86948 hartree
relative energy (zero: lowest compared OMol25 entry of this formula, charge and spin) = 0.00 kcal per mole
orbital gap = 8.7 eV
multiplicity = 1

Each line ends with the Löwdin charge.
CARTESIAN COORDINATES (ANGSTROEM)
1 C 1.1396 -4.7422 0.7026  -0.02
2 C 2.6208 -4.3215 0.7438  -0.51
3 C 2.7645 -3.1982 1.8210  -0.12
4 C 4.2259 -2.8732 2.2670  -0.13
5 C 4.8700 -4.2122 2.7110  -0.15
6 C 4.7820 -5.3485 1.6980  -0.48
7 N 3.3446 -5.4835 1.2350  -0.09
8 O 3.3253 -6.4682 0.2242  -0.03
9 C 5.8561 -4.9870 0.6484  -0.03
10 C 5.2199 -6.6678 2.4126  -0.03
11 C 3.0422 -3.7712 -0.6180  -0.02
12 H 0.5074 -3.8940 0.7548  0.06
13 H 0.9305 -5.2748 1.6398  0.09
14 H 0.9493 -5.4617 -0.0365  0.06
15 H 2.3842 -2.3317 1.2926  0.09
16 H 2.1077 -3.4985 2.6173  0.10
17 H 4.1221 -2.1916 3.1165  0.10
18 H 4.7485 -2.3678 1.4831  0.07
19 H 4.2852 -4.5951 3.5827  0.13
20 H 5.8771 -4.1689 3.1517  0.12
21 H 5.9680 -5.6278 -0.2276  0.08
22 H 5.6682 -3.9902 0.2716  0.05
23 H 6.7931 -4.7883 1.2227  0.10
24 H 6.1674 -6.4814 2.8956  0.08
25 H 4.4937 -7.0488 3.0978  0.07
26 H 5.3012 -7.4685 1.7137  0.06
27 H 3.5892 -4.4780 -1.2285  0.07
28 H 3.6707 -2.8508 -0.4729  0.07
29 H 2.1756 -3.5602 -1.2579  0.07
30 H 3.1883 -7.3126 0.6812  0.11
31 C -6.6384 1.8467 0.3530  -0.04
32 C -6.4020 0.5110 -0.4033  -0.47
33 C -7.5353 0.4250 -1.5210  -0.13
34 C -7.1980 -0.6281 -2.5340  -0.23
35 C -5.8736 -0.4128 -3.1866  -0.14
36 C -4.7481 -0.3258 -2.0957  -0.48
37 N -5.1484 0.6624 -1.1399  -0.09
38 O -4.1449 0.7958 -0.1527  -0.05
39 C -4.4346 -1.8227 -1.6530  0.01
40 C -3.5651 0.2707 -2.9157  -0.03
41 C -6.5150 -0.6969 0.5980  0.00
42 H -5.8455 1.9201 1.0480  0.05
43 H -7.5718 1.8750 0.8855  0.08
44 H -6.5103 2.7383 -0.2888  0.09
45 H -8.5079 0.3775 -1.0087  0.13
46 H -7.4815 1.3991 -2.0591  0.12
47 H -8.0322 -0.6530 -3.2824  0.13
48 H -7.3261 -1.5897 -2.1041  0.09
49 H -5.9168 0.5701 -3.7263  0.14
50 H -5.6445 -1.2398 -3.8618  0.12
51 H -4.1934 -2.3461 -2.5694  0.08
52 H -3.6143 -1.8579 -0.9140  0.08
53 H -5.3089 -2.2892 -1.2754  0.04
54 H -2.6017 0.4300 -2.3932  0.07
55 H -3.3364 -0.4238 -3.7563  0.08
56 H -3.8230 1.2342 -3.3036  0.06
57 H -5.6141 -0.8265 1.2331  0.07
58 H -6.8120 -1.5931 0.0631  0.07
59 H -7.2730 -0.3756 1.3432  0.09
60 H -4.1942 -0.0167 0.3548  0.06
61 C 4.6078 2.6200 0.4732  -0.03
62 C 4.0172 1.4632 -0.3374  -0.49
63 C 2.5508 1.7092 -0.8907  -0.08
64 C 2.5640 2.8637 -1.9070  -0.20
65 C 3.4560 2.5576 -3.0799  -0.14
66 C 4.9064 2.1762 -2.6559  -0.47
67 N 4.8888 1.1806 -1.5167  -0.11
68 O 6.2249 0.9284 -1.1169  -0.04
69 C 5.6650 1.4666 -3.8454  -0.01
70 C 5.5697 3.4610 -2.2513  -0.05
71 C 4.0644 0.2206 0.5007  -0.04
72 H 4.0594 2.7055 1.4225  0.08
73 H 4.5786 3.6205 0.0550  0.06
74 H 5.6574 2.4987 0.7220  0.09
75 H 2.1989 0.7655 -1.3119  0.10
76 H 2.0086 1.9658 0.0081  0.11
77 H 2.8503 3.8341 -1.4800  0.11
78 H 1.4890 2.9757 -2.2604  0.09
79 H 3.4925 3.4228 -3.7084  0.11
80 H 2.9344 1.7336 -3.6877  0.14
81 H 6.6955 1.5996 -3.6620  0.05
82 H 5.4709 0.3745 -3.7136  0.09
83 H 5.4687 1.8816 -4.7989  0.06
84 H 5.9188 3.9581 -3.1480  0.09
85 H 4.8975 4.1695 -1.8135  0.06
86 H 6.4389 3.2828 -1.6168  0.09
87 H 5.0847 0.0710 0.7589  0.07
88 H 3.7863 -0.6097 -0.1456  0.08
89 H 3.5643 0.2203 1.4545  0.08
90 H 6.2337 -0.0185 -1.3589  0.12
91 C 1.9552 1.3891 3.7892  0.00
92 C 2.3435 0.1092 4.6502  -0.54
93 O 3.0963 0.1362 5.6201  0.02
94 N 1.5883 -0.9633 4.3608  0.04
95 C 1.8314 -2.1628 5.1910  -0.07
96 H 1.1133 1.8129 4.3667  0.07
97 H 1.6292 1.1030 2.7718  0.05
98 H 2.6354 2.2457 3.7457  0.07
99 H 0.9881 -1.0266 3.5439  0.09
100 H 2.9209 -2.3816 5.1813  0.09
101 H 1.3451 -3.0457 4.8261  0.07
102 H 1.5411 -2.0512 6.2015  0.06
103 C -1.6493 4.8821 1.6237  0.01
104 C -2.3612 6.2207 1.4348  -0.53
105 O -3.0420 6.4732 0.4213  0.00
106 N -2.2511 7.1004 2.4233  0.01
107 C -3.2354 8.1915 2.5049  -0.04
108 H -2.3579 4.1294 1.3229  0.06
109 H -1.2388 4.6526 2.6435  0.09
110 H -0.8036 4.7750 0.9271  0.08
111 H -1.8029 6.7521 3.2298  0.11
112 H -2.7393 9.0442 2.9439  0.07
113 H -4.0036 7.8595 3.2757  0.11
114 H -3.6216 8.3529 1.5128  0.07
115 C 1.0253 -1.4569 -4.3090  0.00
116 C 0.0524 -1.1508 -5.4371  -0.56
117 O -1.1580 -1.0151 -5.2079  0.01
118 N 0.5991 -1.0994 -6.6563  0.01
119 C -0.2497 -0.7638 -7.8195  -0.04
120 H 1.1959 -0.5087 -3.7936  0.07
121 H 2.0355 -1.8770 -4.6674  0.10
122 H 0.6403 -2.0733 -3.5202  0.06
123 H 1.6254 -1.1522 -6.6875  0.14
124 H -1.2017 -0.5000 -7.4621  0.06
125 H -0.2400 -1.6255 -8.4559  0.08
126 H 0.1532 0.1272 -8.3035  0.08
127 C -3.8407 -2.7176 3.2152  -0.01
128 C -4.1183 -2.9792 4.6292  -0.55
129 O -5.1718 -3.4624 5.0515  0.02
130 N -3.2050 -2.6250 5.5738  0.01
131 C -1.9812 -1.9511 5.2116  -0.09
132 H -3.1155 -3.3910 2.7771  0.09
133 H -3.3692 -1.7603 3.0357  0.06
134 H -4.7727 -2.8408 2.6597  0.09
135 H -3.5748 -2.7858 6.4872  0.14
136 H -1.3702 -2.1404 6.0431  0.06
137 H -2.1284 -0.9004 5.0308  0.07
138 H -1.4632 -2.4389 4.3106  0.11
139 C -3.5991 3.7765 -1.5527  0.00
140 C -2.0973 3.6162 -1.7260  -0.51
141 O -1.3895 2.6403 -1.4049  -0.01
142 N -1.5295 4.7662 -2.1386  0.00
143 C -0.1065 4.8456 -2.3957  -0.08
144 H -3.8296 3.1776 -0.6066  0.09
145 H -4.2984 3.3541 -2.2788  0.07
146 H -3.8477 4.8174 -1.2941  0.06
147 H -2.1398 5.5448 -2.3395  0.13
148 H 0.4520 4.6697 -1.4856  0.06
149 H 0.1453 5.8647 -2.7741  0.10
150 H 0.0673 4.1037 -3.2125  0.10
151 C -0.3043 -0.8964 -0.6364  0.01
152 C -0.5798 -0.5582 0.7738  -0.53
153 O -0.2728 -1.1963 1.8107  -0.02
154 N -1.3366 0.5445 0.8912  0.04
155 C -1.6783 1.1004 2.2263  -0.04
156 H -1.1917 -1.4054 -1.0089  0.08
157 H 0.5345 -1.6024 -0.6663  0.08
158 H -0.1134 0.0213 -1.2455  0.09
159 H -1.4239 1.1391 0.0676  0.09
160 H -0.8433 1.4239 2.8627  0.07
161 H -2.0655 0.3020 2.8692  0.06
162 H -2.4508 1.8483 2.0816  0.07

---

# C4H8O2

A cluster of 2 separate species, C4H8O2 in total (the ωB97M-V functional and the def2-TZVPD basis, OMol25).

Calculated values
highest occupied orbital energy = -10.136 eV
E = -307.65657 hartree
relative energy (zero: lowest compared OMol25 entry of this formula, charge and spin) = 35.05 kcal per mole
orbital gap = 10.1 eV
multiplicity = 1

Each line ends with the natural charge from an NBO analysis.
CARTESIAN COORDINATES (ANGSTROEM)
1 C 1.4914 -0.0909 -0.4062  -0.69
2 C 0.3507 -1.0626 -0.3572  -0.03
3 O 0.3251 1.1671 2.0721  -0.95
4 C -0.9657 -0.8528 -0.5357  -0.39
5 C -1.5754 0.4576 -0.8335  0.40
6 O -1.0405 1.5448 -0.6820  -0.56
7 H 1.8266 0.1207 0.6169  0.27
8 H 2.3177 -0.5496 -0.9590  0.22
9 H 1.2163 0.8675 -0.8517  0.24
10 H 0.6500 -2.0925 -0.1585  0.20
11 H -0.1293 0.4679 2.5534  0.47
12 H -0.2002 1.3154 1.2739  0.48
13 H -1.6498 -1.7019 -0.5165  0.22
14 H -2.6169 0.4094 -1.2159  0.12